The following is a quantum chemistry calculation of a molecular structure, C25H50Cl2O3P2PtS in a non-equilibrium geometry, from the OMol25 dataset.

As for the multiplicity: 5. The calculation puts the HOMO-LUMO gap (spin up / spin down) at 7.2 / 3.5 eV. The expectation value of S² is 6.014. The calculation puts the LUMO energy (spin up / spin down) at 0.209 / -4.664 eV. As for the HOMO energy (spin up / spin down): -7.04 / -8.12 eV. The calculated total energy comes out at -3328.74400 Ha.

Last column: Mulliken charge in e.
Positions of all 84 atoms, in Å:
Pt  0.679  0.240  -1.041  0.807
Cl  1.118  1.840  -2.668  -0.362
Cl  0.272  -1.370  0.600  -0.460
S  -1.972  1.780  2.589  1.297
P  -1.188  -0.273  -2.396  -0.438
P  2.565  1.060  0.134  -0.247
O  -3.312  2.218  2.237  -0.764
O  -1.074  1.559  1.432  -0.285
O  -1.303  2.459  3.689  -0.729
C  -3.569  -1.912  3.352  -0.769
C  5.380  0.945  -0.231  -1.629
C  -2.300  1.219  -2.489  0.783
C  4.028  -1.101  -0.889  -1.603
C  1.423  3.633  0.219  -1.306
C  4.048  0.429  -0.780  0.690
C  3.760  3.507  1.138  -1.858
C  -1.485  -3.009  -1.911  -1.307
C  -2.284  -1.704  -1.947  0.554
C  -3.349  -0.642  2.818  -0.264
C  -1.277  -0.499  4.040  -0.027
C  -3.039  -1.461  -0.640  -1.309
C  -1.504  -1.770  4.567  -0.814
C  2.932  0.639  1.916  0.485
C  -1.877  -1.310  -4.994  -1.707
C  -2.700  -2.452  4.309  0.971
C  -2.225  0.098  3.201  -0.601
C  1.790  1.161  2.783  -0.823
C  3.246  -0.830  2.188  -1.453
C  2.777  2.919  0.118  0.693
C  0.557  -1.250  -4.381  -1.416
C  -2.653  1.771  -1.109  -0.684
C  -3.529  1.052  -3.385  -1.595
C  -0.797  -0.564  -4.200  0.824
C  -3.040  -3.714  5.054  -1.376
H  3.836  1.221  2.145  0.668
H  -1.641  -1.202  -6.063  0.474
H  -3.577  -2.378  -0.363  0.592
H  5.504  0.724  0.838  0.297
H  -3.644  1.449  -0.762  0.310
H  1.731  2.256  2.814  0.013
H  -0.378  0.059  4.292  0.491
H  -1.611  1.935  -2.969  0.561
H  -0.742  -2.222  5.211  0.365
H  3.284  -0.979  3.276  0.507
H  -4.137  0.180  -3.102  0.282
H  3.321  3.561  2.142  0.333
H  3.886  0.857  -1.785  0.601
H  1.367  -0.591  -4.055  0.309
H  -3.019  -1.763  -2.768  0.544
H  -4.009  -4.103  4.729  0.344
H  4.716  -1.570  -0.175  0.403
H  -4.446  -2.477  3.035  0.287
H  0.775  3.199  0.993  0.132
H  -2.337  -1.225  0.172  0.044
H  -4.160  1.944  -3.281  0.474
H  -2.889  -0.919  -4.849  0.338
H  3.979  4.538  0.826  0.496
H  -2.275  -4.480  4.884  0.314
H  -3.092  -3.549  6.140  0.311
H  6.198  0.439  -0.760  0.487
H  -1.879  -2.384  -4.766  0.285
H  2.459  -1.475  1.777  0.166
H  -0.718  0.466  -4.587  0.500
H  -3.261  0.975  -4.446  0.338
H  -2.124  -3.797  -1.489  0.478
H  3.026  -1.524  -0.740  0.358
H  4.348  -1.387  -1.900  0.387
H  3.183  3.082  -0.895  0.641
H  -0.607  -2.907  -1.260  0.129
H  -2.657  2.870  -1.162  0.554
H  4.720  2.984  1.196  0.344
H  -1.921  1.516  -0.322  -0.477
H  1.912  0.803  3.813  0.713
H  0.708  -1.487  -5.444  0.473
H  0.823  0.802  2.409  -0.554
H  0.892  3.561  -0.735  0.358
H  0.613  -2.185  -3.807  0.233
H  -1.168  -3.336  -2.908  0.261
H  5.506  2.021  -0.391  0.325
H  1.586  4.695  0.449  0.484
H  -3.776  -0.652  -0.719  0.101
H  1.427  -0.883  -1.874  -0.188
H  4.219  -1.132  1.788  0.263
H  -4.047  -0.198  2.121  0.575

Force components x, y, z for each atom (eV/Å):
Pt -1.088 -0.394 1.954
Cl 0.440 1.014 -1.091
Cl -0.170 -0.331 0.507
S 0.068 -1.082 0.549
P -2.559 0.352 -1.474
P 2.122 1.334 1.374
O 0.521 0.253 -0.154
O -0.018 0.305 0.144
O -0.239 0.091 -0.512
C 0.092 0.125 0.229
C 0.231 -0.018 -0.102
C 0.422 -0.065 -0.082
C 0.126 -0.358 -0.291
C -0.219 0.031 -0.003
C -0.451 0.221 -0.266
C 0.188 0.114 0.098
C -0.172 -0.166 0.096
C 0.096 -0.046 0.154
C 0.507 0.114 0.198
C -0.253 -0.014 -0.184
C 0.008 -0.066 0.085
C -0.044 0.229 0.046
C -0.293 0.001 0.050
C -0.134 -0.076 -0.141
C 0.149 0.296 -0.334
C -0.070 -0.436 0.059
C -0.210 -0.079 0.191
C -0.017 0.079 0.111
C -0.101 -0.139 -0.497
C 0.163 -0.019 -0.197
C 0.103 0.277 0.321
C -0.117 0.140 -0.187
C 0.338 0.276 0.209
C 0.114 -0.235 -0.039
H -0.134 -0.042 -0.229
H -0.031 -0.081 0.246
H 0.150 0.193 -0.019
H -0.039 0.053 -0.279
H 0.297 0.089 -0.116
H -0.020 -0.318 -0.055
H -0.189 -0.119 0.031
H -0.225 -0.137 0.067
H -0.351 0.158 -0.063
H -0.106 -0.021 -0.230
H 0.123 0.249 -0.058
H 0.094 -0.068 -0.237
H 0.127 -0.150 0.235
H -0.091 -0.240 -0.094
H 0.284 0.127 0.142
H 0.135 -0.032 0.040
H -0.165 0.150 -0.171
H 0.087 0.135 0.220
H 0.129 0.161 -0.169
H -0.273 0.005 -0.037
H 0.115 -0.195 0.036
H 0.306 -0.194 -0.010
H -0.092 -0.190 0.098
H -0.153 0.009 0.039
H 0.012 0.068 -0.305
H -0.143 0.086 0.065
H 0.004 0.256 -0.042
H 0.230 -0.054 0.175
H -0.017 -0.310 0.059
H -0.110 0.009 0.256
H 0.189 0.110 -0.096
H 0.378 0.024 -0.006
H -0.029 -0.046 0.258
H -0.070 0.056 0.252
H -0.152 -0.150 -0.177
H -0.166 -0.250 0.058
H -0.284 0.122 0.059
H -0.431 0.108 -0.377
H 0.019 0.100 -0.160
H -0.016 0.031 0.216
H 0.111 0.120 0.147
H -0.010 0.096 0.275
H 0.047 0.198 -0.184
H 0.041 0.107 0.233
H -0.021 -0.246 0.037
H -0.064 -0.246 -0.074
H 0.304 -0.192 0.025
H 0.994 -1.297 -0.960
H -0.272 0.030 0.004
H -0.050 -0.004 0.054